Molecular formula: C27H49Cl22F2O8P
Method: DFT, ωB97M-V/def2-TZVPD

The geometry in XYZ format:
```
109
Properties=species:S:1:pos:R:3:forces:R:3
C -0.255914 -3.049901 3.511806 -0.1 -0.3 -0.1
C -0.947569 -2.925099 2.162768 0.0 -0.1 0.5
C -1.078999 -1.513001 1.669761 0.4 0.6 -0.3
F -0.053071 -0.745910 2.259167 -0.1 -0.2 0.2
O -2.248015 -0.901343 2.123786 0.3 0.4 0.1
C -2.131221 0.366579 1.520325 0.3 -0.1 0.4
O -2.229304 1.375391 2.129364 -0.5 -0.1 -0.2
C -1.881461 0.071645 0.041814 -0.6 0.1 -0.5
C -1.568573 1.328029 -0.798502 0.6 0.1 0.1
C -0.162229 1.651312 -1.316085 -0.1 0.5 -0.1
C 0.706285 2.389270 -0.290516 -0.1 -0.3 0.2
O 0.297600 1.999483 1.014387 0.4 0.1 0.1
C -3.328801 -0.367798 -0.407798 0.2 -0.3 0.1
P -4.741005 0.637249 0.067321 0.3 0.7 -0.5
O -4.566329 2.084581 0.053373 0.1 0.4 0.0
O -5.913591 0.188622 -0.926095 -0.2 -0.4 -0.3
O -5.207920 0.010036 1.439008 -0.4 -0.2 0.4
C -0.956225 -1.208495 0.112813 0.1 -0.7 1.2
C -1.479286 -2.460352 -0.628051 -0.5 0.2 -0.2
C -1.852095 -2.279809 -2.097875 0.2 0.1 0.0
F -1.321502 -3.324687 -2.851166 0.0 0.0 0.0
C 0.569211 -1.101442 -0.097454 0.1 0.4 -0.7
C 1.060061 -1.580140 -1.446742 0.1 -0.5 0.3
O 2.430172 -1.146497 -1.558332 -0.4 0.4 0.0
C 2.908679 -1.113390 -2.819036 0.0 -0.8 -0.3
C 3.655290 0.139536 -3.082282 0.3 0.1 0.1
O 2.736397 -2.008034 -3.612920 -0.2 0.3 0.2
H -0.367645 -4.087014 3.816916 0.0 0.0 0.2
H -0.714473 -2.418015 4.266651 0.1 0.1 0.1
H 0.810185 -2.861214 3.441761 0.1 0.2 0.1
H -0.376524 -3.519835 1.454497 -0.1 -0.1 -0.2
H -1.945488 -3.339363 2.294786 0.0 0.0 -0.4
H -2.216354 1.330004 -1.665766 -0.1 -0.1 -0.1
H -1.883805 2.179174 -0.198116 -0.2 0.1 0.0
H -0.324841 2.338462 -2.147633 0.1 0.0 -0.1
H 0.367766 0.806955 -1.740169 -0.1 -0.2 0.0
H 0.628082 3.465516 -0.447751 -0.1 0.1 0.2
H 1.760165 2.123925 -0.411419 0.1 0.0 -0.1
H 0.054529 2.758776 1.553909 0.0 -0.1 -0.1
H -3.377178 -0.419821 -1.492313 0.1 0.2 -0.2
H -3.557340 -1.361304 -0.037451 -0.1 -0.1 0.1
H -5.618179 -0.380965 -1.643455 -0.1 0.0 -0.1
H -6.172420 0.041865 1.495346 0.0 -0.1 0.3
H -0.730405 -3.245318 -0.588870 0.1 0.0 0.0
H -2.346898 -2.861060 -0.112386 0.0 -0.1 0.1
H -1.469550 -1.344235 -2.509974 0.0 0.0 -0.1
H -2.927971 -2.286069 -2.247584 -0.1 -0.2 -0.1
H 0.941882 -0.099397 0.069454 -0.1 0.1 0.2
H 1.076147 -1.726704 0.632567 0.0 -0.1 0.1
H 1.003708 -2.669086 -1.466580 0.2 0.1 -0.4
H 0.496282 -1.183636 -2.286727 0.1 0.1 -0.1
H 3.031824 0.994806 -2.828236 -0.1 0.0 -0.1
H 3.989962 0.170833 -4.109197 0.1 0.1 -0.1
H 4.505197 0.170696 -2.408058 0.2 0.1 0.1
Cl 2.706795 -4.513740 -6.713361 0.0 0.0 -0.1
C 1.568426 -4.610051 -5.361050 0.1 0.0 0.1
Cl 1.411175 -6.268116 -4.769725 -0.1 -0.1 0.0
H 1.949619 -3.996639 -4.556928 0.0 0.1 0.0
H 0.599211 -4.264702 -5.698726 0.0 0.0 0.0
Cl -2.416639 4.360736 -2.591035 0.0 0.0 0.0
C -4.002761 3.725827 -3.047386 -0.1 0.0 0.2
Cl -3.931299 2.045324 -3.595762 0.0 -0.1 -0.2
H -4.649814 3.753045 -2.177166 0.1 0.0 0.1
H -4.391753 4.324053 -3.860052 0.0 0.0 0.0
Cl 3.111911 7.075490 2.818184 0.0 0.1 0.1
C 2.950147 5.534428 1.969205 0.1 0.0 0.2
Cl 3.855913 5.513796 0.447982 -0.1 0.0 0.0
H 3.348130 4.752066 2.604036 0.0 0.0 0.0
H 1.892184 5.387421 1.793280 0.2 0.0 -0.3
Cl 7.140834 -5.274524 -6.317249 0.0 0.0 0.0
C 6.126446 -4.266726 -5.278378 0.0 0.0 0.0
Cl 6.974586 -2.804230 -4.748147 -0.1 0.0 0.0
H 5.242264 -3.983459 -5.837599 0.1 0.1 0.1
H 5.861348 -4.841106 -4.399771 0.0 0.0 0.0
Cl -6.669144 4.190353 -5.486935 0.0 0.0 0.0
C -7.924991 4.071516 -4.242834 0.0 0.0 0.0
Cl -7.803251 2.579141 -3.308183 0.0 0.0 0.0
H -7.814016 4.909524 -3.565911 0.0 0.0 0.0
H -8.888872 4.095326 -4.735279 0.0 0.0 0.0
Cl 5.010002 2.635325 2.355120 0.0 -0.1 0.0
C 6.694875 3.087080 2.052683 0.1 0.0 0.0
Cl 7.315171 4.225274 3.248463 -0.1 -0.1 0.0
H 7.292747 2.183724 2.081285 0.0 0.0 0.0
H 6.747832 3.565080 1.082703 -0.1 0.0 0.0
Cl 6.591232 8.158420 2.295579 0.0 0.0 0.0
C 7.205803 8.439431 3.927114 0.0 0.0 0.0
Cl 8.227969 7.112999 4.495472 0.1 0.1 0.1
H 7.800945 9.343807 3.917663 0.0 0.0 0.0
H 6.362942 8.531413 4.600828 0.0 0.0 0.0
Cl -0.735726 6.455081 5.183388 0.0 0.0 0.0
C -1.048731 4.925063 4.371552 0.0 -0.1 0.0
Cl -0.300599 4.868514 2.760033 -0.2 0.0 0.0
H -0.627148 4.120404 4.960239 0.0 0.0 0.0
H -2.116693 4.802961 4.244222 0.0 0.0 0.0
Cl 1.374360 -5.045364 5.742238 0.1 -0.1 0.1
C 0.931689 -4.541102 7.378020 0.0 0.0 0.0
Cl 0.502339 -2.829147 7.460047 0.0 0.0 0.0
H 0.074495 -5.123541 7.691436 0.0 0.0 0.0
H 1.779655 -4.712955 8.028835 0.0 0.0 0.0
Cl 1.770325 -5.551561 1.866159 0.0 0.0 -0.1
C 1.072412 -6.028783 0.308069 0.0 0.0 0.0
Cl 1.793278 -5.166621 -1.060511 0.0 -0.1 0.1
H 1.233867 -7.090311 0.169113 0.1 0.0 0.0
H 0.012460 -5.801846 0.330079 0.0 0.0 0.0
Cl -4.132715 -4.206841 1.593578 -0.2 0.0 -0.1
C -5.755303 -4.335741 0.901977 0.0 -0.1 0.0
Cl -6.081028 -3.077540 -0.299552 0.0 0.0 0.0
H -5.843559 -5.297716 0.413190 0.0 0.0 0.0
H -6.476640 -4.234064 1.702777 0.0 0.0 0.0
```
Forces are in eV/Å.

Summary:
E_LUMO	0.07	eV
highest occupied orbital energy	-10.04	eV
maximum force	0.0266	hartree/bohr
Kohn-Sham gap	10.1	eV

Molecular formula: C26H33BrN5OPS
Method: DFT, ωB97M-V/def2-TZVPD

The geometry in XYZ format:
```
68
Properties=species:S:1:pos:R:3:forces:R:3
C 1.868885 2.462302 -0.190930 0.7 -0.6 -0.9
C 2.280961 1.649233 -1.514335 1.4 -0.9 -0.9
C 3.610051 0.877534 -1.450478 -2.1 0.5 -2.2
C 4.100075 0.138083 -2.614914 -2.9 1.7 0.1
C 3.258288 0.155248 -3.839705 -0.4 1.0 1.7
C 1.972436 0.887934 -3.919730 1.5 -0.1 1.5
C 1.456854 1.653378 -2.775908 2.3 -1.0 1.9
C 0.133252 2.490519 -2.765488 0.0 -0.5 -0.9
C -1.239648 1.698029 -2.824230 -2.6 0.9 -0.3
C -2.455056 2.515282 -3.064383 -0.3 -1.7 -0.2
P -2.198269 4.363975 -3.285377 0.5 0.5 1.4
O -3.691190 5.117769 -3.008187 0.9 -1.0 -1.0
Br -1.581441 4.619520 -5.478279 -0.7 -0.3 0.2
C -3.868090 1.982382 -3.116797 1.4 -2.8 0.6
C -4.128397 0.554321 -2.932568 2.0 2.9 -0.1
C -2.938927 -0.306510 -2.701748 -0.3 -0.2 0.1
N -3.053976 -1.696877 -2.488625 3.1 3.4 -0.3
S -1.467662 -2.115652 -2.267552 0.3 0.1 0.1
N -0.527885 -0.734907 -2.385583 -4.1 -0.2 -0.4
C -1.489807 0.225567 -2.636504 -0.9 1.0 -0.1
H 2.787489 2.661247 0.438275 -0.9 -0.4 -0.8
H 1.457357 3.477625 -0.445975 0.2 -1.1 0.3
H 1.161116 1.846649 0.431166 0.5 0.8 -0.7
H 4.217310 0.906951 -0.511009 -0.8 0.0 -0.9
H 5.076125 -0.399495 -2.561644 -1.0 0.5 -0.2
H 3.654806 -0.398746 -4.723238 -0.6 0.6 0.7
H 1.404132 0.863909 -4.890523 0.6 0.0 1.2
H 0.068380 3.209105 -1.895799 0.2 -1.1 -0.9
H 0.166596 3.158247 -3.682636 -0.1 -0.8 0.9
H -3.526990 6.080300 -3.067008 -0.1 -0.6 0.1
H -4.718661 2.684654 -3.278554 0.9 -0.6 0.1
H -5.182245 0.187043 -2.950390 1.3 0.1 0.0
C -5.449823 1.397740 2.146410 0.0 0.1 0.0
C -4.964883 0.868598 0.801801 -0.3 0.2 0.2
C -3.678973 0.046725 0.907744 -0.2 -0.1 -0.3
C -2.532711 0.856823 1.325661 0.1 -0.1 0.1
N -1.632814 1.491753 1.656038 -0.1 -0.1 -0.1
H -4.732278 2.096176 2.583220 0.0 -0.1 0.0
H -6.396053 1.928312 2.022690 0.0 0.0 0.0
H -5.610129 0.581311 2.854632 0.0 0.0 0.0
H -4.821456 1.706606 0.113880 0.1 -0.1 0.0
H -5.747457 0.235419 0.374141 0.2 0.0 -0.1
H -3.460689 -0.394628 -0.068299 0.1 0.0 0.1
H -3.822100 -0.783023 1.605208 0.1 0.1 0.0
C 1.005827 -4.406166 1.956195 0.0 -0.1 -0.1
C 0.627013 -3.215480 1.083040 0.3 -0.3 0.0
C -0.436649 -2.320077 1.719047 0.2 0.1 -0.3
C -1.730426 -2.997326 1.854116 0.0 0.1 0.1
N -2.746074 -3.526810 1.953907 0.1 0.1 0.0
H 0.158795 -5.080261 2.103366 0.0 0.0 0.0
H 1.807100 -4.978958 1.484140 0.0 0.0 0.1
H 1.358096 -4.076782 2.937391 0.0 0.0 0.0
H 0.289139 -3.577813 0.107936 -0.1 0.1 0.1
H 1.519325 -2.611205 0.901903 -0.2 0.1 0.0
H -0.564571 -1.432804 1.092212 -0.1 0.0 0.1
H -0.098974 -1.969505 2.697513 -0.1 0.0 0.0
C 4.842088 -1.198113 5.149859 -0.1 0.0 0.0
C 4.634507 -2.405669 4.243470 0.1 0.1 0.4
C 4.777187 -2.072931 2.756569 0.0 -0.3 0.1
C 3.721825 -1.174641 2.284125 -0.4 0.4 -0.3
N 2.878036 -0.485918 1.903605 0.5 -0.4 0.3
H 4.077940 -0.435912 4.981380 0.1 0.0 0.0
H 4.784230 -1.499912 6.197291 0.0 0.1 0.0
H 5.822310 -0.745515 4.982133 0.0 0.0 0.0
H 3.650535 -2.840185 4.440082 0.1 0.0 -0.1
H 5.376108 -3.166601 4.501848 -0.1 0.0 -0.1
H 4.733516 -3.000649 2.179568 -0.1 0.1 -0.1
H 5.756592 -1.627199 2.564850 -0.1 0.1 0.0
```
Forces are in eV/Å.

Summary:
E_LUMO	-1.21	eV
highest occupied orbital energy	-8.36	eV
maximum force	0.0897	hartree/bohr
Kohn-Sham gap	7.1	eV

Molecular formula: C22H38Br3N2O5SSi
Method: DFT, ωB97M-V/def2-TZVPD

The geometry in XYZ format:
```
72
Properties=species:S:1:pos:R:3:forces:R:3
C 5.399278 -3.145922 -0.072575 -0.6 0.9 -0.3
C 5.541642 -1.909752 -1.121609 -0.7 -0.3 1.0
C 4.034070 -1.448948 -1.478197 0.2 0.4 -0.5
C 3.949123 0.048063 -2.089517 0.6 -0.9 -0.5
C 4.594816 1.176061 -1.149159 -0.4 0.4 0.1
C 4.075971 1.147477 0.380915 0.3 -0.2 -0.4
C 3.838795 2.616019 1.000690 -0.6 0.1 0.1
C 2.627267 2.649440 2.092280 0.2 0.2 -0.9
C 1.266608 2.914401 1.225270 0.9 -0.8 1.2
C -0.004402 2.337607 2.086645 0.5 0.3 -1.2
C -0.857158 1.398389 1.116513 -1.7 1.2 -4.1
C -1.198990 1.968786 -0.313808 -1.5 -5.2 2.5
C -2.059527 0.957711 -1.165207 0.8 0.2 2.1
Si -2.595676 1.563532 -2.919130 0.5 0.0 -0.7
C -2.124997 3.435533 -3.157816 0.3 -0.4 0.1
C -4.468599 1.345763 -3.268949 -0.8 0.2 -0.1
C -1.462711 0.604434 -4.168780 0.7 -0.3 0.2
C -2.443607 -0.437202 -0.611821 1.8 2.3 1.4
C -3.284659 -1.544300 -1.446210 0.8 0.5 1.7
Br -2.329958 -3.283999 -1.049933 -0.2 1.0 -0.6
C -4.806677 -1.666783 -0.915890 -0.6 -1.0 -1.3
C -5.218866 -3.096594 -0.324118 -1.3 0.2 0.8
Br -5.316903 -0.233332 0.396346 0.3 -0.8 -0.9
N -2.056382 -0.795438 0.691893 -1.0 1.3 -4.3
N -1.365818 0.090976 1.398940 1.8 2.5 2.0
C -1.049868 -0.390159 2.807558 -1.3 -1.0 1.3
C -2.122926 -1.550100 3.196104 1.2 -4.2 -0.4
O -1.902866 -2.759701 3.057762 -0.9 5.7 0.3
Br -3.877825 -0.866165 3.898649 1.4 -0.3 -0.6
H 4.573064 -2.829550 0.669736 1.4 -0.6 -1.0
H 4.995463 -4.071315 -0.616163 0.9 1.2 0.9
H 6.358852 -3.330622 0.516503 -1.3 0.0 -1.0
H 6.116199 -2.209535 -2.067214 -0.9 0.4 1.3
H 6.128957 -1.062067 -0.605983 -1.0 -1.3 -0.8
H 3.323790 -1.506882 -0.572673 1.3 -0.1 -1.2
H 3.642048 -2.202179 -2.253178 0.4 1.2 1.1
H 4.546113 0.007874 -3.081465 -0.9 0.3 1.5
H 2.861731 0.258269 -2.400501 1.5 -0.1 0.7
H 5.744644 1.078645 -1.141859 -1.8 0.3 -0.2
H 4.300602 2.212574 -1.569541 0.7 -1.6 0.4
H 3.117300 0.498256 0.382096 1.4 1.2 0.3
H 4.896231 0.611606 0.990180 -1.6 0.7 -0.7
H 3.496247 3.330139 0.159907 0.7 -1.1 1.2
H 4.808361 3.049349 1.431678 -1.3 -0.7 -0.6
H 2.575534 1.664643 2.686183 0.0 1.4 -1.1
H 2.767282 3.482370 2.865228 -0.1 -1.1 -1.1
H 1.426194 2.340026 0.245887 -0.5 0.9 1.3
H 1.185806 4.044028 1.039862 0.0 -1.7 0.1
H -0.593296 3.282490 2.400003 0.5 -2.0 -0.3
H 0.454768 1.813870 2.986115 -1.1 0.6 -1.2
H -0.881950 3.000502 -0.667183 -0.5 -1.7 0.6
H -2.165473 3.681961 -4.278120 -0.2 -0.2 1.7
H -2.852066 4.052736 -2.527987 1.2 -0.4 -1.0
H -1.024260 3.566434 -2.842762 -1.7 0.1 -0.3
H -4.788680 0.254922 -3.459485 0.4 1.7 0.3
H -4.738065 1.980501 -4.193618 0.4 -1.1 1.3
H -5.072484 1.778664 -2.391472 0.8 -0.8 -1.2
H -1.881500 -0.420044 -4.452233 0.6 1.4 0.3
H -1.208188 1.212102 -5.102975 -0.5 -0.9 1.2
H -0.469557 0.437164 -3.598310 -1.5 0.1 -1.0
H -3.192939 -1.415616 -2.572957 -0.2 0.1 1.7
H -5.488161 -1.482264 -1.831706 1.1 -0.1 1.6
H -5.169125 -3.953829 -1.093567 0.3 1.5 1.2
H -4.688033 -3.364667 0.665680 -0.6 0.5 -1.8
H -6.340033 -3.015336 -0.041452 1.8 0.0 -0.5
H -1.226281 0.441329 3.580160 0.5 -1.2 -1.4
H -0.020485 -0.876130 2.876781 -1.4 0.8 -0.2
O -3.216673 -3.644091 5.448007 -0.3 0.1 -0.5
S -2.059224 -3.495531 6.355557 -0.1 -0.5 0.9
O -1.559127 -2.102138 6.279844 0.1 0.8 -0.4
O -0.986466 -4.425218 5.947389 0.2 -0.2 -0.3
O -2.476277 -3.799240 7.738764 0.1 0.1 0.1
```
Forces are in eV/Å.

Summary:
E_LUMO	-0.36	eV
highest occupied orbital energy	-2.32	eV
maximum force	0.1161	hartree/bohr
Kohn-Sham gap	2.0	eV
total charge	-1